Record 1
DFT (ωB97M-V with the def2-TZVPD basis set) results for a structure of composition C5H11NO.

Element x y z (Å)
C  -0.08616  0.14525  0.59498
C  0.03625  0.14047  -0.81841
C  -1.79542  0.49325  -1.60908
C  1.59656  -1.00888  -0.40892
C  0.64635  1.13125  1.43874
N  -0.97127  -0.65805  1.16089
O  -0.77867  -0.63912  -1.55692
H  0.59405  0.94179  -1.28812
H  -1.04504  -0.75857  2.15800
H  -1.54570  -1.22891  0.55526
H  -2.73713  0.08671  -1.23245
H  -1.88118  0.78487  -2.65743
H  1.00233  0.68635  2.36998
H  2.47585  -0.40002  -0.21727
H  1.59254  -1.42842  -1.41082
H  1.45575  -1.78390  0.33983
H  -0.04950  1.93972  1.68003
H  1.49040  1.55623  0.90173

* HOMO level: -5.99 eV
* total charge: 0
* ΔE to the lowest compared entry with this formula, charge and spin: 138.9 kcal/mol
* LUMO energy: 0.628 eV
* frontier orbital gap: 6.62 eV


Record 2
DFT (ωB97M-V with the def2-TZVPD basis set) results for a cluster of 2 separate species, C5H11NO in total at a distorted geometry.

Element x y z (Å)
C  0.38356  2.43658  -1.42081
N  0.89131  2.03367  -0.33555
C  0.03746  1.30103  0.53458
C  -0.49744  0.14510  0.17594
C  -1.30759  -0.73031  1.11047
C  -0.73007  -2.13309  1.20049
H  1.01439  2.73452  -2.25502
H  -0.69027  2.38845  -1.61840
H  0.00984  1.71597  1.53648
H  -0.51486  -0.13432  -0.87461
H  -1.29842  -0.17661  2.05181
H  -2.32598  -0.81094  0.72244
H  -0.84987  -2.63449  0.23684
H  -1.23991  -2.71970  1.96326
H  0.34146  -2.13667  1.40354
O  2.40884  -0.33780  -1.83112
H  1.99096  0.25619  -1.19797
H  2.37657  -1.19759  -1.40237

* HOMO level: -9.18 eV
* total charge: 0
* SMILES: C=N/C=C/CC.O
* ΔE to the lowest compared entry with this formula, charge and spin: 49.0 kcal/mol
* LUMO energy: 0.948 eV
* frontier orbital gap: 10.13 eV


Record 3
DFT (ωB97M-V with the def2-TZVPD basis set) results for an isolated molecule of C5H11NO at a distorted geometry.

Element x y z (Å)
C  -0.05286  1.84272  -0.05256
C  -0.86194  0.52518  -0.16293
C  -0.75004  -0.10183  -1.50883
C  -0.49195  -0.42440  1.03508
C  0.55463  -1.46583  0.63521
N  1.85638  -1.22409  0.97167
O  0.25746  -2.46443  0.02081
H  0.92959  1.69747  -0.52071
H  -0.55360  2.60789  -0.64999
H  0.18373  2.23733  0.93397
H  -1.87037  0.91633  0.00329
H  -1.14270  -1.12885  -1.51133
H  0.25703  -0.28645  -1.88226
H  -1.35446  0.35847  -2.29354
H  -0.13241  0.13235  1.88893
H  -1.40047  -0.99893  1.19013
H  2.11482  -0.40367  1.48768
H  2.45715  -1.81924  0.41539

* HOMO level: -9.68 eV
* total charge: 0
* SMILES: CC(C)CC(N)=O
* ΔE to the lowest compared entry with this formula, charge and spin: 9.6 kcal/mol
* LUMO energy: 0.877 eV
* frontier orbital gap: 10.56 eV


Record 4
DFT (ωB97M-V with the def2-TZVPD basis set) results for a cluster of 2 separate species, C5H11NO in total at a distorted geometry.

Element x y z (Å)
N  -2.08585  -1.20661  2.15748
O  -0.92404  -1.53236  1.60840
H  -2.16696  -0.16310  2.12422
H  -2.07504  -1.46004  3.22241
H  -2.89727  -1.65537  1.74960
C  -1.14416  1.52599  0.92716
C  -0.35041  0.64627  0.54486
C  0.73600  -0.01858  -0.13607
C  1.37711  0.90937  -1.16740
C  0.19019  -1.18009  -1.00423
H  -2.02928  1.99064  1.26065
H  1.46327  -0.17915  0.63098
H  0.66471  1.29060  -1.91286
H  2.02714  0.39534  -1.86593
H  1.94320  1.65232  -0.63222
H  -0.85535  -1.38445  -0.75547
H  0.80790  -2.03122  -0.85723
H  0.20314  -0.93755  -2.07854

* HOMO level: -8.57 eV
* total charge: 0
* SMILES: [NH3+][O-].C#CC(C)C
* ΔE to the lowest compared entry with this formula, charge and spin: 138.7 kcal/mol
* LUMO energy: 0.571 eV
* frontier orbital gap: 9.14 eV


Record 5
DFT (ωB97M-V with the def2-TZVPD basis set) results for an isolated molecule of C5H11NO.

Element x y z (Å)
C  2.11641  0.19915  0.03283
C  0.87066  0.43512  0.88067
C  -0.37056  -0.22954  0.27730
C  -1.49534  -0.43409  1.28917
N  -0.84259  0.53615  -0.86966
C  -1.10731  -0.01078  -2.08347
O  -0.91421  -1.17227  -2.38883
H  2.30628  -0.87566  -0.07076
H  1.98891  0.60918  -0.97472
H  3.00356  0.65636  0.48262
H  1.02905  0.04322  1.89263
H  0.68514  1.51312  0.99634
H  -0.08076  -1.20183  -0.13377
H  -1.13070  -0.96946  2.17252
H  -1.90572  0.52731  1.62162
H  -2.30536  -1.01746  0.84056
H  -1.10714  1.49918  -0.71759
H  -1.52054  0.73262  -2.79247

* HOMO level: -9.73 eV
* total charge: 0
* SMILES: CC[C@@H](C)NC=O
* ΔE to the lowest compared entry with this formula, charge and spin: 5.1 kcal/mol
* LUMO energy: 0.899 eV
* frontier orbital gap: 10.63 eV


Record 6
DFT (ωB97M-V with the def2-TZVPD basis set) results for a cluster of 2 separate species, C5H11NO in total at a distorted geometry.

Element x y z (Å)
C  -0.47304  -1.86480  2.13820
C  -0.85367  -1.06214  1.14563
C  0.08595  -0.17549  0.43481
C  1.15145  0.43925  1.02560
N  -0.12785  0.03577  -0.95708
C  1.01121  -0.46167  -1.78291
H  0.54096  -1.64289  2.45672
H  -1.11593  -2.49064  2.72044
H  -1.89781  -0.89330  0.90577
H  2.14279  0.36683  0.53677
H  1.16513  0.82000  2.03072
H  -1.00634  -0.45279  -1.12853
H  0.67058  -0.96567  -2.73043
H  1.58140  0.37556  -2.14832
H  1.55262  -1.18381  -1.16321
O  -1.35885  2.80158  -0.91336
H  -0.88631  3.06152  -1.70614
H  -2.18229  3.29269  -0.86468

* HOMO level: -7.61 eV
* total charge: 0
* SMILES: C=CC(=C)NC.O
* ΔE to the lowest compared entry with this formula, charge and spin: 85.5 kcal/mol
* LUMO energy: 0.792 eV
* frontier orbital gap: 8.41 eV


Record 7
DFT (ωB97M-V with the def2-TZVPD basis set) results for a cluster of 3 separate species, C5H11NO in total at a distorted geometry.

Element x y z (Å)
C  2.18569  -1.07764  -1.11368
C  0.42553  0.05699  0.23873
C  -1.62911  0.59181  0.77427
C  -1.42792  1.34723  2.06315
C  0.04127  -0.69542  -0.81849
O  2.37210  -0.33400  -2.26998
N  -0.57094  -1.14942  -1.76636
H  1.90843  -0.77281  -2.99567
H  -1.58504  -1.07080  -1.76093
H  2.11693  -2.16250  -1.22084
H  2.97293  -0.84632  -0.39895
H  0.80992  1.04832  0.04428
H  0.71065  -0.45630  1.14647
H  -2.02320  1.19724  -0.04101
H  -2.20554  -0.32631  0.88489
H  -2.36677  1.71079  2.50317
H  -0.94740  0.71790  2.81846
H  -0.78755  2.22126  1.91249

* HOMO level (alpha / beta): -6.33 / -6.33 eV
* total charge: 0
* ΔE to the lowest compared entry with this formula, charge and spin: 154.1 kcal/mol
* LUMO energy (alpha / beta): 0.966 / 0.965 eV
* frontier orbital gap (alpha / beta): 7.29 / 7.29 eV


Record 8
DFT (ωB97M-V with the def2-TZVPD basis set) results for a cluster of 2 separate species, C5H11NO in total at a distorted geometry.

Element x y z (Å)
C  0.76854  0.15291  1.65705
C  -0.31562  0.95903  1.58432
C  -0.62708  1.92207  0.42758
N  -0.16943  1.44935  -0.87402
C  -0.48232  0.15949  -1.24919
C  0.22604  -0.78992  -1.89888
H  1.27853  0.18366  2.61359
H  1.02949  -0.73363  1.06524
H  -0.79744  1.24014  2.51338
H  -0.34024  2.91887  0.74379
H  -1.73915  1.88624  0.38923
H  0.83713  1.52215  -1.00344
H  -1.54703  -0.05760  -1.12719
H  1.07105  -0.47419  -2.50806
H  -0.40368  -1.57205  -2.30179
O  0.43088  -2.89331  0.34564
H  0.47372  -3.83872  0.16259
H  0.14412  -2.60476  -0.54058

* HOMO level: -8.34 eV
* total charge: 0
* SMILES: C=CCNC=C.O
* ΔE to the lowest compared entry with this formula, charge and spin: 91.1 kcal/mol
* LUMO energy: 0.933 eV
* frontier orbital gap: 9.28 eV


Record 9
DFT (ωB97M-V with the def2-TZVPD basis set) results for a structure of composition C5H11NO at a distorted geometry.

Element x y z (Å)
C  0.13217  -0.09263  -0.56616
C  -0.64013  0.49707  -1.71517
C  -0.63205  -1.94852  -0.31073
C  -0.31150  -0.04089  0.71637
N  2.14273  1.41108  0.70876
C  -0.88235  -0.06141  1.88234
O  0.77727  1.73123  0.47327
H  1.18413  -0.33001  -0.69494
H  2.69537  2.04317  0.12918
H  2.35233  1.67646  1.67146
H  -0.48316  -0.08420  -2.62434
H  -0.26715  1.50903  -1.86553
H  -1.70646  0.54066  -1.49854
H  -0.14201  -2.51559  0.47368
H  -1.71564  -1.94268  -0.24894
H  -0.30017  -2.26664  -1.29452
H  -1.43626  -0.92135  2.23309
H  -0.76712  0.79523  2.53073

* HOMO level (alpha / beta): -6.78 / -6.78 eV
* total charge: 0
* ΔE to the lowest compared entry with this formula, charge and spin: 179.2 kcal/mol
* LUMO energy (alpha / beta): 0.920 / 0.920 eV
* frontier orbital gap (alpha / beta): 7.70 / 7.70 eV


Record 10
DFT (ωB97M-V with the def2-TZVPD basis set) results for a cluster of 2 separate species, C5H11NO in total at a distorted geometry.

Element x y z (Å)
C  1.92592  -0.55106  0.30307
N  1.12887  0.42330  0.08293
C  0.12771  0.32355  -0.92947
C  -0.28965  1.43774  -1.57176
C  -0.59563  -1.02661  -1.08675
C  -1.22985  -1.54346  0.19365
H  3.00457  -0.50979  0.09328
H  1.59242  -1.54971  0.62327
H  -1.36971  1.52467  -1.67348
H  0.26401  2.31712  -1.84981
H  -1.47459  -0.72498  -1.67591
H  0.02231  -1.66418  -1.72478
H  -1.72929  -2.51073  0.07715
H  -0.45858  -1.86799  0.88762
H  -1.96938  -0.83764  0.56050
O  -0.64379  1.01863  2.24224
H  -0.20178  1.72455  2.72865
H  0.01523  0.91600  1.53548

* HOMO level: -8.25 eV
* total charge: 0
* SMILES: C=NC(=C)CC.O
* ΔE to the lowest compared entry with this formula, charge and spin: 106.9 kcal/mol
* LUMO energy: -0.650 eV
* frontier orbital gap: 7.60 eV